Density functional theory data (ωB97M-V/def2-TZVPD) for a molecular structure, C37H48CrN4OP2S.

ORCA input file:
```
! wB97M-V def2-TZVPD RIJCOSX def2/J DEFGRID3
* xyz 1 2
Cr -0.59534 -0.45063 0.33425
C 0.16658 2.67820 -3.01354
C -0.54348 2.70453 -1.66130
C -1.38255 3.97224 -1.51077
P -1.47780 1.13346 -1.31073
C -2.39139 0.56098 -2.81559
C -3.03107 1.62641 -3.70990
C -1.53037 -0.38568 -3.65745
C -2.71895 1.66808 -0.11346
C -4.04423 1.97380 -0.39437
C -4.89096 2.44849 0.59464
C -4.38209 2.61150 1.87557
C -3.07219 2.27689 2.17967
C -2.19883 1.77843 1.19857
N -0.91077 1.27358 1.42613
C -0.37678 1.42452 2.70997
C -0.45754 2.63457 3.41981
C -0.04112 2.73071 4.73241
C 0.50027 1.62894 5.39235
C 0.69721 0.46218 4.68140
C 0.29138 0.35242 3.34783
P 0.87583 -0.90533 2.20619
C 2.66973 -0.47211 2.01157
C 3.45110 -1.60795 1.35218
C 3.41246 0.10193 3.21907
C 0.86833 -2.62728 2.88223
C -0.54409 -3.18146 3.05817
C 1.67293 -2.85873 4.16483
H 0.95325 3.43476 -3.02740
H -0.52078 2.91866 -3.82310
H 0.62756 1.71667 -3.23199
H 0.21603 2.70407 -0.87575
H -2.17576 4.02147 -2.25828
H -0.73579 4.84022 -1.65618
H -1.83833 4.05006 -0.52596
H -3.19303 -0.03414 -2.36161
H -2.28549 2.12339 -4.32814
H -3.56940 2.39299 -3.15740
H -3.73840 1.14277 -4.38662
H -0.70879 0.14557 -4.14171
H -2.13966 -0.83411 -4.44441
H -1.11514 -1.19192 -3.05244
H -4.43120 1.84367 -1.39591
H -5.92107 2.68738 0.37033
H -5.02196 2.97779 2.66860
H -2.75473 2.35332 3.20790
H -0.87435 3.50233 2.92564
H -0.13647 3.67655 5.25047
H 0.80722 1.70055 6.42650
H 1.20418 -0.36566 5.15655
H 2.61954 0.35297 1.30410
H 3.65322 -2.41408 2.05927
H 4.40926 -1.22998 0.99333
H 2.92336 -2.03126 0.49597
H 3.51346 -0.60034 4.04486
H 2.92906 1.00140 3.59480
H 4.42164 0.37348 2.90134
H 1.35854 -3.18293 2.07463
H -1.09718 -2.60471 3.80245
H -0.48225 -4.20970 3.41898
H -1.10707 -3.16979 2.12743
H 1.13583 -2.47766 5.03334
H 2.66237 -2.41041 4.14044
H 1.79964 -3.93299 4.31142
N 2.59555 -1.64372 -2.46859
C 3.11343 -0.56294 -3.21767
C 3.67131 -0.75441 -4.47081
C 4.18915 0.33210 -5.16002
C 4.11892 1.60722 -4.61841
C 3.52321 1.80080 -3.37967
C 3.04066 0.70779 -2.67730
S 2.39054 0.85934 -1.04294
N 1.23844 -0.42369 -0.98021
C 1.50176 -1.49142 -1.65497
C 0.55001 -2.61393 -1.52999
C 0.69674 -3.83118 -2.18347
C -0.29458 -4.78767 -2.06738
C -1.41220 -4.48951 -1.30545
C -1.47271 -3.26541 -0.66510
N -0.51063 -2.34357 -0.75478
H 2.64959 -2.52566 -2.94991
H 3.71808 -1.75030 -4.89627
H 4.64724 0.17803 -6.12722
H 4.52170 2.45234 -5.15871
H 3.44728 2.78980 -2.94747
H 1.57024 -4.05391 -2.77958
H -0.19917 -5.74065 -2.56903
H -2.22434 -5.19412 -1.20028
H -2.30800 -2.99299 -0.03695
C -2.86933 -1.00399 2.16074
O -1.91526 -1.23891 1.15313
H -3.37701 -1.94286 2.39353
H -3.60485 -0.27611 1.82202
H -2.39932 -0.62350 3.07158
*
```

Results
Relative energy (zero: lowest compared OMol25 entry of this formula, charge and spin) (kcal per mole): 1.9

***

Density functional theory data (ωB97M-V/def2-TZVPD) for a molecular structure, C37H49BrCeN2P2S at a distorted geometry.

ORCA input file:
```
! wB97M-V def2-TZVPD RIJCOSX def2/J DEFGRID3
* xyz 4 1
C 2.40915 4.26871 -1.43779
C 1.27729 3.82381 -2.17530
C 1.53983 3.52537 -3.53940
C 2.74485 3.95643 -4.12899
N 3.74825 4.51234 -3.43499
C 3.56618 4.69722 -2.11885
C -0.02462 3.58739 -1.57233
C -1.11966 3.21243 -1.14769
C -2.39000 2.80089 -0.52821
C -2.67568 1.39878 -0.12884
C -3.67650 1.12785 0.91066
C -4.59229 2.14950 1.18217
C -4.54997 3.40777 0.49715
C -3.43933 3.73105 -0.32723
Ce -0.64504 0.45630 0.81461
P 1.97535 -0.30226 -0.66257
H 0.85287 2.95204 -4.15239
H 2.41785 4.28997 -0.35357
H 2.90106 3.87367 -5.21269
H 4.36939 5.22429 -1.58802
H -3.39431 4.70447 -0.83689
H -2.45229 0.54022 -0.84902
H -5.37465 4.12079 0.61574
H -3.78099 0.13176 1.37646
C 2.66203 -2.02458 -0.52425
C 3.83212 -2.36456 -1.44910
H 1.80734 -2.68674 -0.74757
H 2.92244 -2.18125 0.53644
H 4.12816 -3.41239 -1.30803
H 3.57026 -2.23222 -2.50640
H 4.72659 -1.76373 -1.25023
C 2.12729 -0.01421 -2.50222
C 3.49631 0.41946 -3.01999
H 1.38654 0.76640 -2.73594
H 1.79002 -0.92946 -3.01718
H 3.49297 0.43235 -4.12066
H 3.74510 1.43549 -2.67935
H 4.30885 -0.25626 -2.72415
C 3.27629 0.80647 0.06912
C 4.72203 0.32895 -0.02222
H 3.00714 0.90664 1.13422
H 3.16137 1.80304 -0.38905
H 5.38517 1.01731 0.51734
H 4.85673 -0.66214 0.42381
H 5.10712 0.29449 -1.04657
Br -6.02487 1.68149 2.45389
P -1.68868 -1.58021 -2.10313
C -0.68665 -2.43730 -3.41926
C -1.22933 -3.77774 -3.92563
H 0.31173 -2.58681 -2.96242
H -0.56170 -1.73149 -4.26096
H -0.44737 -4.25108 -4.53805
H -1.48598 -4.46243 -3.10506
H -2.12228 -3.65370 -4.55979
C -2.77603 -2.87570 -1.37811
C -4.15133 -3.05597 -1.99865
H -2.88729 -2.58230 -0.32045
H -2.21712 -3.82312 -1.39359
H -4.74335 -3.70641 -1.34636
H -4.70219 -2.11708 -2.10826
H -4.12509 -3.53687 -2.98260
C -2.76804 -0.40497 -3.03687
C -3.19588 -0.82188 -4.43602
H -2.19348 0.53484 -3.09618
H -3.64730 -0.19792 -2.40978
H -3.75708 0.00482 -4.88720
H -2.34834 -1.04064 -5.09131
H -3.85355 -1.69759 -4.43663
N -1.60648 -0.44816 2.53790
S 0.01172 -0.55915 3.14778
C 0.16130 0.91576 4.18670
C -0.10758 2.19119 3.67584
C 0.00566 3.30756 4.51011
C 0.44772 3.17529 5.82866
C 0.72003 1.89216 6.32953
C 0.59122 0.75566 5.51547
C -0.05734 -1.95319 4.21913
C -0.91858 -2.02634 5.31904
C -1.02359 -3.22037 6.02977
C -0.23180 -4.31964 5.69770
C 0.71269 -4.19959 4.66852
C 0.82469 -3.01757 3.93144
H -2.35399 -0.69881 3.19365
H -0.42770 2.34803 2.62683
H -0.26610 4.29092 4.13764
H 0.49307 4.03609 6.49455
H 1.03549 1.75408 7.36596
H 0.84062 -0.24125 5.89454
H -1.52028 -1.16595 5.60275
H -1.75432 -3.29490 6.82725
H -0.37806 -5.27448 6.21224
H 1.33338 -5.06186 4.41507
H 1.57075 -2.93927 3.13429
*
```

Results
Electronic energy (eV): -154482.2080